Here is a 2-piece molecular cluster, C5H9N2OP overall from OMol25. Energies are from the ωB97M-V functional and the def2-TZVPD basis.

Results
HOMO level (spin up / spin down) = -8.0852 / -7.5657 eV
Charge = 0
HOMO-LUMO gap (spin up / spin down) = 0.2737 / 0.2809 Eh
Energy relative to the best compared isomer or geometry (same formula, charge and spin) = 271.2 kJ/mol
Lowest unoccupied orbital energy (spin up / spin down) = -0.023 / 0.003 hartree
DFT total energy = -721.88366 hartree

```
18
C5H9N2OP (the ωB97M-V functional and the def2-TZVPD basis)
N -0.58221 4.82668 -0.48184
H -0.20033 -0.16305 3.26894
C -1.52070 4.27076 -0.85382
H 1.50812 -0.54675 2.71181
H -1.24292 -2.70525 -1.37878
H 0.13063 -1.49738 -1.29012
C -0.95422 -1.61604 -1.20586
N -1.77289 -0.71957 -0.95792
O -2.72164 1.42678 -0.49095
C -3.23578 2.65783 -0.53186
H 1.01127 -1.41536 4.10249
H 0.18282 -1.72232 2.66021
H -4.25003 2.78602 -0.06859
H -3.56993 4.45444 -1.50107
C -2.74144 3.72309 -1.40765
C 0.63494 -0.96069 3.21230
H -2.42502 3.42789 -2.41756
P -1.40370 0.84452 -1.12343
```

=====

Here is C24H72F2NO16S2V as an isolated structure from OMol25. Energies are from the ωB97M-V functional and the def2-TZVPD basis.

Results
HOMO level (spin up / spin down) = -10.9603 / -10.9603 eV
Spin multiplicity = 4
Charge = +1
HOMO-LUMO gap (spin up / spin down) = 0.2545 / 0.2539 Eh
Energy relative to the best compared isomer or geometry (same formula, charge and spin) = 0.0 kJ/mol
Lowest unoccupied orbital energy (spin up / spin down) = -0.148 / -0.149 hartree
DFT total energy = -4155.96081 hartree

```
118
C24H72F2NO16S2V (the ωB97M-V functional and the def2-TZVPD basis)
H -3.17947 -0.72509 -2.37306
O 1.87379 -1.04891 -1.08175
C 2.03437 2.21396 5.74707
N 0.20468 0.87938 -0.47676
H -4.89361 -0.52523 -1.83311
C -2.88212 2.04575 -0.68124
O -1.91778 3.00946 -0.18256
H 5.01586 -3.47049 -4.71899
C -2.55932 -1.34177 4.03751
H -4.29108 -2.03979 -2.66383
O 4.33553 1.90486 0.29981
H 6.47055 -0.74138 0.13144
O 1.32189 -0.17260 1.66376
F -0.47555 1.34563 1.76790
H 3.88257 -0.06869 0.01577
C 0.97129 -4.14758 1.14877
H -2.36521 3.51149 0.54121
O 0.80846 -2.59413 -6.47686
H -3.81210 -3.69623 -0.60803
H 0.80759 0.64985 5.01544
H 4.64476 0.26602 1.55263
H -3.10407 2.39166 4.38168
H 4.06332 -2.28113 -5.62398
H 3.64100 -2.98703 -2.67542
H 2.19395 3.62635 3.06357
H 2.97326 3.99434 1.52730
H -2.71822 -0.29412 3.79396
O -1.01716 -0.83320 1.15229
H -4.65278 3.93441 3.16500
H -2.30989 -4.89329 1.77655
H 0.80206 2.17596 4.00088
H 3.00337 2.42451 -0.82233
C -3.07306 -3.67940 0.19071
C -2.82422 2.77635 3.40164
H 3.25812 1.18231 -3.52459
H 5.95915 0.18595 -1.23847
C -4.55474 -0.31593 -3.92938
C -3.57147 4.07688 3.13124
H -0.02389 4.09478 2.24890
H -0.13076 2.11548 5.44708
H 5.00597 2.41578 0.76683
H 2.89366 2.11962 5.07292
H 3.04686 -4.67099 -4.51846
C 2.07569 3.57459 1.97819
O -0.49581 -1.21200 -1.69271
C 3.73237 -2.25078 -3.47291
H 1.01300 5.45192 2.10285
H -1.91728 -1.49575 -4.82737
O 2.29293 2.73003 -1.43058
H 2.78925 -1.69996 -3.47391
H -0.42150 -1.16018 3.80967
O -3.47588 -1.77545 5.05505
C -4.14067 2.77638 -1.14305
H 1.28594 -4.30037 3.31068
O 0.51892 4.46659 0.29030
C -1.26800 -1.73770 -5.67130
V 0.12729 2.81022 -1.13913
H -0.27764 -5.59461 0.80933
C 4.05108 -2.96691 -4.77879
H -0.98860 -0.79567 -6.14534
H -3.08187 2.05942 2.62321
C 0.02114 -2.45137 -5.30119
H -1.85814 -2.37663 -6.32909
H -2.40542 1.43293 -1.44679
H -0.95046 -0.79124 5.37962
H 0.26645 5.38758 0.14544
C -2.73589 -5.03944 0.78460
F 0.91836 0.38719 -2.68301
C 0.86450 4.44326 1.71397
H -3.64333 -5.63623 0.90891
C 4.67197 0.51252 0.49149
H -3.34806 -2.98695 0.98999
H 3.51972 4.02467 -2.40995
H 4.43236 -1.43285 -3.26676
H 1.24612 -2.61991 2.72437
C -1.15003 -1.48363 4.55934
H -4.49419 0.77912 -3.87753
H -5.76688 -0.87429 -5.34005
H -2.25859 -5.99584 -0.83172
H -4.62128 3.30790 -0.32608
C -4.22811 -0.95793 -2.57824
H 0.31469 -3.61105 0.45666
H -2.16929 -3.20084 -0.20235
H -0.23328 -3.53419 2.75633
H -3.33836 4.82553 3.89271
H 4.54155 2.28585 -3.95328
H 6.68271 1.05696 0.07597
H -3.16599 1.36801 0.12975
H -3.76399 -0.60381 -4.63149
H 2.43182 3.67269 7.01143
C 2.95116 3.12270 -2.65306
H 1.63260 -2.99324 -6.15308
H 1.99393 -4.02110 0.78431
H -1.75394 2.96989 3.37960
C 3.86586 2.00615 -3.14486
C 0.84259 -3.62576 2.58347
H -2.74083 -1.98525 3.17386
H -3.39905 -2.72977 5.13307
O 1.92550 3.54318 6.20783
O -1.80863 -5.79280 -0.00568
H -0.89836 -2.49304 4.87974
H 0.54336 -1.85367 -4.54523
H 2.18064 1.51035 6.57235
O 2.95984 -3.86542 -5.03544
O 0.64203 -5.53046 1.14197
H 2.26109 3.37999 -3.45699
O -5.82722 -0.73164 -4.39230
H 1.97140 2.54244 1.64811
C 6.02840 0.21167 -0.14894
H -3.79698 5.12896 1.50001
H -0.17569 -3.43369 -4.86113
H -4.84563 2.02961 -1.51564
S 0.07851 0.07084 1.00731
O -3.08486 4.58591 1.86261
H 4.50005 1.60674 -2.35441
H -3.90524 3.43295 -1.98069
S 0.61496 -0.40178 -1.28654
C 0.78963 1.73467 4.99945
```